[1]
10
Properties=species:S:1:pos:R:3:forces:R:3 method="wB97M-V/def2-TZVPD" homo_lumo_gap_ev=7.74 e_homo_ev=-4.00 mol_weight_g_mol=93.13 de_lowest_ev=0.810 total_charge=-1 multiplicity=1
C 1.56164 0.14030 0.77691 0.1 -0.1 0.9
S 1.41844 0.30561 -1.02786 0.4 0.3 0.6
H 2.57676 -0.20701 0.95029 0.2 -0.3 0.0
H 1.45612 1.01611 1.45045 -0.1 0.1 -1.0
H 0.83848 -0.57605 1.17600 0.1 0.0 -0.4
O -2.08310 0.74383 -1.19481 -1.0 -1.1 -0.8
C -2.02531 -0.34359 -0.54360 1.6 2.6 0.0
O -1.28868 -0.37499 0.47913 -1.1 -2.0 0.1
H -2.55943 -1.23391 -1.00675 0.3 0.3 0.8
H 0.10506 0.52970 -1.05975 -0.5 0.2 0.0

***

[2]
13
Properties=species:S:1:pos:R:3:forces:R:3 method="wB97M-V/def2-TZVPD" homo_lumo_gap_ev=7.44 e_homo_ev=-8.88 mol_weight_g_mol=147.22 de_lowest_ev=3.781 multiplicity=1
C -0.97947 2.25723 -0.09512 0.5 1.8 2.7
C -0.63153 1.00508 -0.27361 0.6 -0.4 1.2
O 0.25497 0.27780 0.62744 -0.6 -0.1 -1.7
C 0.44129 -1.02575 0.23339 3.5 0.2 -1.4
C -0.58276 -1.98309 0.07743 -1.6 -2.6 0.7
S -2.22854 -1.78310 -0.02303 2.0 -0.5 0.2
N 1.59407 -1.61628 -0.15598 -1.1 2.9 1.7
S 3.06553 -0.72293 -0.11319 -1.9 1.1 1.1
H -0.81519 3.01076 0.78278 0.3 -2.0 -1.6
H -1.65712 2.66954 -0.78655 -0.7 0.2 -1.0
H -1.10718 0.45618 -1.07133 0.6 -0.4 0.0
H 0.08194 -2.95390 0.17105 -2.4 1.1 -0.7
H 2.56398 0.40848 0.62671 0.8 -1.3 -1.1

***

[3]
8
Properties=species:S:1:pos:R:3:forces:R:3 method="wB97M-V/def2-TZVPD" homo_lumo_gap_ev=9.51 e_homo_ev=-9.36 mol_weight_g_mol=120.50 de_lowest_ev=0.902 multiplicity=1
C 0.68424 0.14822 -0.05013 1.1 -0.8 -1.2
N -0.10821 1.10401 -0.29237 3.2 -0.5 1.2
N -2.24961 -0.83835 0.83263 -0.9 -0.1 0.8
N -1.41844 0.96723 -0.34870 -2.3 2.4 -1.9
N -1.89283 0.08066 0.30425 -0.2 -2.8 0.6
O 1.97782 0.39094 0.22353 -0.2 -0.1 -0.4
Cl 0.44902 -1.68569 -0.33717 -0.2 1.7 0.4
H 2.55800 -0.16703 -0.33204 -0.4 0.1 0.4

***

[4]
13
Properties=species:S:1:pos:R:3:forces:R:3 method="wB97M-V/def2-TZVPD" homo_lumo_gap_ev=11.21 e_homo_ev=-15.02 smiles="C=C[C@H]([NH3+])O" mol_weight_g_mol=74.10 de_lowest_ev=2.575 total_charge=+1 multiplicity=1
C -0.97697 -0.08041 -1.53509 1.2 3.6 1.7
C -0.52671 0.84900 -0.70817 0.4 -2.4 0.1
C 0.05136 0.37192 0.60123 -4.7 -1.6 0.3
N 1.41790 -0.06522 0.62267 2.0 -1.1 -2.2
O -0.54536 -1.09713 1.03996 0.5 2.6 -0.7
H -1.30901 0.08642 -2.46973 -1.2 0.3 -2.9
H -0.87048 -0.91624 -1.04017 -0.2 -5.3 1.0
H -0.51341 1.82855 -0.98024 0.2 2.9 -0.2
H -0.25845 1.02366 1.41882 0.8 0.0 0.1
H 1.18683 -0.97688 1.03416 0.9 -0.5 1.0
H 1.85517 -0.40546 -0.36864 -1.2 1.8 2.6
H 2.01326 0.55515 1.20196 0.1 -0.8 -0.6
H -1.52413 -1.17336 1.18324 1.1 0.6 -0.3

***

[5]
40
Properties=species:S:1:pos:R:3:forces:R:3 method="wB97M-V/def2-TZVPD" homo_lumo_gap_ev="11.36 / 6.26" e_homo_ev="-14.39 / -14.39" mol_weight_g_mol=243.25 de_lowest_ev=0.498 total_charge=+1 multiplicity=2
O -3.41224 0.45006 1.38684 0.1 -0.3 0.3
C -2.39636 0.93973 0.96750 0.3 1.3 -1.5
N -1.19530 0.32872 1.38704 -0.7 -0.6 0.3
C 0.13929 0.47635 0.80117 -2.1 0.3 1.1
C 0.79506 1.47631 1.75334 -0.2 3.6 0.5
C 1.21440 2.77955 0.94827 1.1 -0.2 -1.0
O 1.72338 2.40541 -0.31998 0.6 -0.2 -0.3
C -2.32528 2.07717 -0.03261 -1.1 -0.2 0.0
H -1.49240 -0.37106 2.08718 1.1 -0.4 0.1
H 0.50985 -0.53760 0.68790 0.7 0.2 -0.1
H -0.04093 1.06855 -0.08675 0.4 -0.7 -0.6
H 1.60957 1.22029 2.41695 0.2 -0.9 -0.2
H 0.07974 2.00820 2.42454 -0.1 -1.0 0.0
H 1.92418 3.38077 1.52258 0.4 -0.5 0.3
H 0.53597 3.58386 0.62877 -1.0 -0.9 0.7
H 2.58949 1.96019 -0.29456 -0.1 0.5 0.3
H -1.76489 1.84876 -0.94472 0.1 0.0 0.3
H -3.37002 2.22277 -0.33812 0.3 0.0 0.0
H -2.00725 3.01980 0.42032 0.3 -0.2 0.0
H -1.87936 -2.10938 -0.03353 -0.6 0.7 0.1
H -1.18590 -1.90756 -1.50302 -0.6 0.6 0.5
O -1.49424 -2.52072 -0.79531 0.6 -1.0 -0.4
H -0.17110 -3.10677 -0.17437 1.1 0.1 -0.1
H 0.97252 -4.01916 -0.58320 0.3 -0.4 0.0
O 0.80783 -3.31523 0.04806 -1.2 -0.1 -0.1
H -0.67286 0.27569 -2.76979 0.4 0.0 0.0
H -0.81334 -0.96971 -3.55594 -0.2 -0.2 0.0
O -1.08294 -0.60497 -2.70456 -0.4 -0.4 0.1
H 2.19878 -2.31930 -0.03680 -0.2 0.0 0.4
H 3.43138 -1.89808 0.83880 0.2 -0.1 0.0
O 2.77333 -1.57164 0.22330 0.0 0.2 0.1
H 2.86796 -0.60176 -1.14524 0.5 -0.3 -0.2
H 2.03504 0.59970 -1.15198 0.0 0.1 -0.1
O 2.70056 0.17806 -1.71010 -0.4 0.2 0.3
H -0.19723 -2.96521 1.98711 -0.3 0.0 0.0
H 0.20508 -2.53537 3.31877 0.4 0.1 1.0
O -0.54853 -2.46487 2.74629 0.0 0.0 -1.2
H 1.39736 0.77495 -2.73750 0.0 0.9 -0.7
H 0.52069 2.08518 -3.31091 0.8 0.1 0.4
O 0.69902 1.14255 -3.33001 -0.6 -0.5 -0.1

***

[6]
15
Properties=species:S:1:pos:R:3:forces:R:3 method="wB97M-V/def2-TZVPD" homo_lumo_gap_ev=10.08 e_homo_ev=-9.61 smiles="C=N[C@H](N)O.C=O" mol_weight_g_mol=104.11 de_lowest_ev=2.570 multiplicity=1
C -0.21463 -1.18020 -1.17067 0.3 0.2 0.3
N 0.50172 -0.64051 -0.27344 -0.4 -0.3 -0.5
C 0.87395 0.76724 -0.50051 0.1 0.0 -0.3
N 2.28673 0.97223 -0.38416 0.1 -0.2 0.0
O 0.28125 1.54965 0.48037 -0.3 0.0 0.0
H -0.53840 -2.21486 -1.05437 0.1 0.1 0.0
H -0.54875 -0.65025 -2.07407 0.1 0.0 0.1
H 0.55617 1.06750 -1.51903 0.0 0.0 0.2
H 2.54488 0.79251 0.58266 0.0 0.0 -0.1
H 2.78520 0.30757 -0.96783 0.0 0.1 0.0
H -0.67161 1.34119 0.51063 0.2 0.1 0.1
C -1.95633 -0.53908 1.60703 -0.3 0.5 -0.4
O -2.29178 0.44184 0.97376 0.2 -0.7 0.4
H -0.89832 -0.75630 1.81698 -0.1 0.1 0.0
H -2.71007 -1.25853 1.97263 0.0 0.1 0.0

***

[7]
62
Properties=species:S:1:pos:R:3:forces:R:3 method="wB97M-V/def2-TZVPD" homo_lumo_gap_ev="4.40 / 4.40" e_homo_ev="-16.50 / -16.50" mol_weight_g_mol=543.39 de_lowest_ev=2.001 total_charge=+3 multiplicity=1
Lu -1.36282 1.35852 -0.28342 5.2 -5.2 2.5
P -2.03200 -1.27979 1.06001 -1.1 -0.5 -0.1
P 0.90529 -0.02756 2.45121 0.7 0.0 0.7
P 1.19927 -1.60963 -0.82127 1.4 -0.3 0.5
H -1.39402 3.99712 -0.58196 -0.5 -0.3 -0.2
C -1.80473 3.31829 -1.36115 -4.5 2.1 -0.6
C -2.98918 2.55523 -1.14681 0.4 3.8 -3.0
H -3.81294 2.87604 -0.50171 0.7 -0.5 1.2
C -3.58700 -0.68606 1.84311 -0.1 0.1 -0.2
C -1.69164 -2.65156 2.25305 0.6 0.0 0.3
C -2.67529 -2.30421 -0.32240 -0.1 0.1 -0.1
C 2.44859 0.94325 2.64360 0.0 0.3 -0.2
C 0.12648 0.45840 4.04454 -0.2 0.1 0.0
C 1.56610 -1.66441 3.01916 -0.1 -0.5 -0.4
C 0.89026 -1.83951 -2.56216 -0.6 0.4 -0.8
C 1.28127 -3.27207 -0.18526 0.1 -0.3 0.0
C 2.82351 -0.88549 -0.67993 0.2 -0.1 -0.2
H -1.49569 3.61647 -2.36887 0.8 -1.3 0.0
H -3.32986 1.85869 -1.93241 0.2 0.5 -0.2
H -3.91889 0.27981 1.43654 -0.1 -0.2 0.1
H -3.45665 -0.57571 2.92809 0.0 0.0 -0.2
H -4.36481 -1.43698 1.65577 0.0 0.3 0.2
H -1.45205 -2.27183 3.25656 0.0 0.0 -0.3
H -0.87257 -3.30818 1.92762 -0.2 0.3 0.1
H -2.59742 -3.27444 2.34363 0.2 0.4 -0.2
H -3.10347 -1.67679 -1.11674 0.0 -0.2 0.1
H -3.45929 -2.96520 0.07378 0.2 0.1 -0.3
H -1.87618 -2.91696 -0.76399 -0.2 0.1 0.1
H 2.95001 0.63804 3.57479 -0.1 0.3 -0.3
H 2.17073 2.00468 2.69729 0.3 -0.2 0.0
H 3.13125 0.80021 1.79490 -0.2 0.1 0.3
H 0.70161 -0.00756 4.86010 -0.3 0.3 -0.1
H -0.91605 0.11372 4.10960 0.2 0.0 0.1
H 0.15896 1.55011 4.16502 0.0 -0.2 0.1
H 2.59055 -1.53847 3.40311 -0.4 -0.1 0.0
H 1.59681 -2.39494 2.19907 0.0 0.2 0.5
H 0.92718 -2.08376 3.81269 0.3 0.1 -0.3
H 1.17915 -2.87620 -2.81211 -0.2 0.5 0.1
H 1.54568 -1.14610 -3.10779 -0.4 -0.1 0.0
H -0.15682 -1.68288 -2.85061 0.3 -0.1 -0.1
H 1.69082 -3.82332 -1.04110 -0.1 -0.3 0.5
H 0.29885 -3.67743 0.08450 0.3 0.0 -0.1
H 1.99446 -3.31676 0.64205 -0.3 -0.2 -0.2
H 3.31616 -1.17261 -1.61646 0.4 0.2 0.4
H 3.32870 -1.30461 0.19870 0.1 0.2 -0.3
H 2.74746 0.20749 -0.61290 0.1 -0.3 -0.1
C 1.00844 1.76661 -2.26897 0.4 0.4 -1.3
C 2.08293 2.66504 -2.44742 -0.9 0.0 0.0
C 2.28916 3.18789 -3.73228 0.0 -0.3 0.0
C 1.47078 2.78657 -4.79046 0.3 -0.4 -0.5
C 0.44589 1.84593 -4.62402 0.0 0.2 0.0
C 0.26352 1.26567 -3.37261 0.1 1.0 0.8
O 0.59074 1.46668 -1.00942 -2.2 -0.2 1.2
H 0.51346 -0.78621 0.07666 -0.8 -0.2 -0.4
H 2.62505 3.03935 -1.56396 -0.2 -0.3 -0.6
H 3.07743 3.92316 -3.92665 -0.3 -0.4 0.2
H 1.71898 3.09944 -5.80844 -0.3 0.3 0.4
H -0.25155 1.62803 -5.44636 0.6 -0.1 0.3
H -0.53339 0.52794 -3.19869 0.2 0.2 0.0
O -1.58890 2.17592 1.72186 0.0 0.1 0.9
H -1.16790 2.95865 2.12406 -0.2 -0.1 0.0
H -1.76439 1.54426 2.45727 0.2 0.4 -0.3

***

For each record above, in turn, the calculated strongest force on any atom values are 3.1 3.7 3.8 5.4 3.6 0.8 7.8 eV Å⁻¹.